The following is a DFT calculation (ωB97M-V/def2-TZVPD) of the ion C11H18N4 with charge +2.

Output
HOMO level (alpha / beta) (eV): -17.1 / -17.1
E (hartree): -648.30278
E_LUMO (alpha / beta) (eV): -9.4 / -9.4
SMILES: C[n+]1ccc2c[n+](C)c(C(C)(C)C)n2n1
Energy relative to the best compared isomer or geometry (same formula, charge and spin) (kJ/mol): 161.7

The geometry in ORCA input format:
```
! RIJCOSX wB97M-V def2-TZVPD def2/J DEFGRID3
* xyz 2 1
H 1.11276 -0.37469 3.79535
H 1.07977 -0.31885 -2.13881
H 3.34839 0.08184 0.92158
H 2.53248 2.54716 -0.29865
C -2.88956 -1.26318 0.77090
H -2.06554 0.17233 -3.34286
C -2.87514 -0.28108 -2.77196
H 0.40827 1.31634 -1.96385
C 1.25457 0.67568 -1.73695
C 2.86736 -0.14641 -0.02277
C 1.55775 0.63763 -0.23555
H -0.96355 -1.26098 3.18614
H -3.53634 -1.70253 1.51587
C 0.43921 -0.00479 0.53915
C 1.71317 2.09339 0.25175
N 0.43787 -0.37254 1.83758
H 2.70682 -1.21946 -0.10001
N -2.44840 -0.49569 -1.42021
H 0.81337 2.66965 0.05186
C -1.57456 -0.88653 1.09796
H -3.16092 -1.22832 -3.23687
H 1.94598 2.17276 1.30878
H 3.56511 0.13426 -0.80667
H 2.11758 1.09011 -2.24984
C 1.51376 -0.27890 2.78719
H -3.75138 0.37203 -2.79806
N -1.26084 -0.14173 -1.15494
H -4.29741 -1.30812 -0.85963
C -3.30733 -1.05264 -0.51428
C -0.75736 -0.90382 2.19467
H 2.03409 0.67307 2.70626
N -0.79409 -0.31107 0.05826
H 2.23412 -1.08490 2.62864
*
```

The following is a DFT calculation (ωB97M-V/def2-TZVPD) of a cluster of 2 separate species, C11H18N4O4 in total.

Output
HOMO level (eV): -9.7
E (hartree): -949.93961
E_LUMO (eV): -0.1
SMILES: CNC(=O)[C@H](CO)NC(C)=O.N#CCC(O)CC#N
Energy relative to the best compared isomer or geometry (same formula, charge and spin) (kJ/mol): 54.7

The geometry in ORCA input format:
```
! RIJCOSX wB97M-V def2-TZVPD def2/J DEFGRID3
* xyz 0 1
H -5.25827 -0.40025 2.29497
H -3.12531 0.48477 1.98870
H 1.09935 1.29693 -1.78994
C -0.91513 -0.21270 0.90833
H 2.73309 1.81725 -1.35222
C 0.33002 -1.04939 0.57424
H 1.50082 0.47377 -4.69816
H 0.34465 -1.96190 1.17295
C -2.20537 -1.04903 1.06006
H 3.70565 -0.54102 -1.36344
C -4.53798 -1.10796 1.88436
H 0.57842 1.97946 4.06897
H -4.92123 -1.50916 0.94403
O -0.56494 -0.85583 3.67054
H 0.78335 -0.59665 -3.48499
H -1.18226 2.05344 4.34948
C 1.99473 2.65694 -3.11565
C 2.09267 1.52456 -2.18829
N 2.84498 -2.34062 -5.14530
N -0.65032 0.69435 2.04217
O 2.88168 -0.71094 -1.85661
C -0.30840 1.40569 4.32883
H 1.21735 -1.62743 -1.07249
H 1.22695 -0.46816 0.79201
H -0.57025 1.67783 1.84543
H -1.09214 0.42669 0.04421
O -2.27193 -2.21410 0.68662
H -0.17084 0.95101 5.30938
O 0.32804 -1.35810 -0.80483
C 1.72642 -0.28460 -3.94348
C -0.52047 0.30936 3.31250
N 1.91553 3.54595 -3.86258
N -3.25117 -0.45400 1.65216
C 2.67393 0.28093 -2.87274
C 2.34113 -1.43444 -4.61541
H -4.40510 -1.93737 2.58185
H 3.63236 0.53474 -3.34568
*
```

The following is a DFT calculation (ωB97M-V/def2-TZVPD) of a cluster of 2 separate species, C11H18N4O6 in total.

Output
HOMO level (eV): -8.6
E (hartree): -1100.47702
E_LUMO (eV): 0.5
SMILES: N[C@@H](Cc1c[nH]cn1)C(=O)O.N[C@@H](CCC(=O)O)C(=O)O
Energy relative to the best compared isomer or geometry (same formula, charge and spin) (kJ/mol): 132.0

The geometry in ORCA input format:
```
! RIJCOSX wB97M-V def2-TZVPD def2/J DEFGRID3
* xyz 0 1
O 1.71964 -0.60604 -1.11670
C -4.33292 0.73833 0.40579
C 5.51070 1.06143 -0.39531
H 4.10877 -0.48131 -0.70673
C 1.47250 -0.77075 0.04899
H -2.54835 1.99914 -0.06222
O -1.07959 -2.10067 -1.12657
O 0.50525 -1.64199 0.41663
H 5.47371 -0.37169 1.87731
C 2.16777 -0.05969 1.19615
H -3.13443 -3.17243 0.79865
N -5.68441 1.01209 0.34905
C -3.61131 1.84051 0.03527
O 5.31765 2.21594 -0.69056
H -1.68516 -2.87512 -1.12123
C 3.28659 0.86402 0.73171
C -1.78187 -1.10413 -0.58374
N -3.34213 -2.91476 -0.16384
H -4.28223 -3.24096 -0.35901
H -3.13675 -0.56097 1.63525
C -5.77226 2.25830 -0.04287
H -4.35359 3.74885 -0.54992
C 4.47295 0.09006 0.15665
N -4.54597 2.80817 -0.24604
O 6.71686 0.47212 -0.55060
C -3.25639 -1.45855 -0.32720
H 2.57558 -0.81696 1.87848
N 4.99612 -0.86598 1.12632
H 7.29566 1.14925 -0.93870
H 2.91825 1.55749 -0.02870
H -6.69030 2.81176 -0.19461
O -1.29454 -0.02743 -0.33984
H 0.44087 -1.67211 1.38145
C -3.86179 -0.62670 0.81514
H 5.69879 -1.45258 0.68555
H 3.62898 1.47057 1.58024
H -3.78748 -1.21352 -1.25772
H -4.74249 -1.15740 1.19099
H 1.40883 0.50915 1.75008
*
```

The following is a DFT calculation (ωB97M-V/def2-TZVPD) of a structure of composition C11H18N5O2V.

Output
HOMO level (alpha / beta) (eV): -20.2 / -20.2
E (hartree): -1797.12620
E_LUMO (alpha / beta) (eV): -11.7 / -11.5
Energy relative to the best compared isomer or geometry (same formula, charge and spin) (kJ/mol): 0.0

The geometry in ORCA input format:
```
! RIJCOSX wB97M-V def2-TZVPD def2/J DEFGRID3
* xyz 3 2
C -2.91687 -0.80540 0.58926
H 0.49812 -3.13328 -1.38835
C -0.19358 -2.35690 -1.70842
N 0.41702 -0.99977 -1.49004
N 0.96742 0.95893 -0.06624
C -2.33648 0.40025 1.44138
H 3.81208 3.41656 -0.26121
C -0.57929 2.28627 1.17069
H -2.00007 1.65080 -0.18560
C 2.05856 0.59674 -0.77628
O 0.70885 -1.36469 1.29154
H 0.10237 -0.39050 -2.24669
N -1.99797 -1.04770 -0.58074
H -3.92259 -0.56960 0.24749
H 1.72717 4.05215 0.92141
H -3.15571 0.97732 1.87142
C 1.90152 -0.78790 -1.40087
H 2.40068 -0.85906 -2.36717
H 4.00543 1.23085 -1.41767
H -0.99482 3.28424 1.03713
O 2.18984 -2.15738 2.99218
H -0.40965 -2.51830 -2.76303
C 0.79352 2.16116 0.50967
H -1.73070 0.05367 2.29215
C 2.98838 2.71463 -0.21593
N -1.44721 1.22604 0.55662
H 2.33417 -1.54148 -0.74220
H -0.47783 2.11800 2.24559
H -2.41945 -0.67863 -1.42988
C -1.51391 -2.44185 -0.85677
C 1.82092 3.07731 0.46100
H -2.98699 -1.69594 1.21186
N 1.13512 -1.91615 2.90690
H -1.31593 -2.94340 0.09305
V -0.30885 -0.43274 0.29330
H -2.26270 -3.04327 -1.37172
C 3.10943 1.47905 -0.86383
*
```

The following is a DFT calculation (ωB97M-V/def2-TZVPD) of a cluster of 2 separate species, C11H18NOS in total.

Output
HOMO level (eV): -11.6
E (hartree): -957.72314
E_LUMO (eV): -3.3
Energy relative to the best compared isomer or geometry (same formula, charge and spin) (kJ/mol): 59.1

The geometry in ORCA input format:
```
! RIJCOSX wB97M-V def2-TZVPD def2/J DEFGRID3
* xyz 1 1
N 3.17573 -0.44554 0.42322
H -1.72299 1.10484 -2.24440
C -2.66370 1.19147 2.63570
H -1.88043 -1.93868 1.22519
O 2.88672 -1.20868 -2.29602
C 0.84619 1.13616 -1.30787
H 1.18149 1.36628 -2.28632
C 1.08301 -0.24713 -0.82665
C -1.31433 0.86933 0.84009
H 1.36324 0.09464 1.26734
H -2.68523 3.31062 2.76219
H 3.34120 0.59541 0.60692
C -0.37155 0.26874 -0.95395
H 0.91352 -0.97277 -2.84784
C -2.13552 -1.27474 2.03576
C -1.98791 0.18075 1.78604
H -2.42844 -0.32214 -1.89840
H 1.30774 -1.54291 0.96258
H 1.29436 -2.23118 -1.52594
C 1.49651 -1.20428 -1.96979
H 1.10160 2.01078 -0.70774
H -3.29716 0.96724 3.47134
C 1.71519 -0.59851 0.52245
C -1.39349 0.14496 -1.99587
H 3.77370 -0.99741 1.02442
S -1.53612 2.56672 0.79962
H 3.42619 -0.73056 -0.56806
H -1.02316 -0.34050 -2.88936
H 2.82791 -1.20415 -3.22934
H -3.15594 -1.47365 1.97669
H -1.68427 -1.54342 3.01277
C -2.45405 2.46830 2.19521
*
```

The following is a DFT calculation (ωB97M-V/def2-TZVPD) of a cluster of 2 separate species, C11H18O in total.

Output
HOMO level (eV): -8.4
E (hartree): -505.15108
E_LUMO (eV): 0.7
SMILES: Cc1ccc(O)cc1.CC(C)C
Energy relative to the best compared isomer or geometry (same formula, charge and spin) (kJ/mol): 77.6

The geometry in ORCA input format:
```
! RIJCOSX wB97M-V def2-TZVPD def2/J DEFGRID3
* xyz 0 1
H -1.25068 -0.92171 -1.91822
C 2.85777 1.59481 -0.58359
C 3.37919 -0.53641 0.65489
C -1.48804 -0.58822 -0.91671
C -2.36721 1.07546 0.53954
H 2.89431 -1.40595 1.09670
H -3.46194 0.62090 -2.53206
H 1.48435 0.05086 0.01076
H 1.66550 -1.29207 -1.90741
H 0.01817 -2.09226 2.33690
H 2.63264 0.03663 -2.59843
H -0.31585 -2.16994 0.06154
C -1.85668 0.37852 1.62843
O -0.59977 -1.38045 2.52584
C -0.90388 -1.26302 0.13499
H 3.30809 -1.38695 -1.74783
C 2.51876 -0.62545 -1.74694
C -2.13453 0.63956 -0.75804
C -1.12840 -0.78064 1.42301
H -3.35957 2.14628 -1.63204
H -2.05425 0.62099 2.66252
C -2.80255 1.26645 -1.95721
H -2.81827 2.01355 0.74748
H 3.60492 0.18626 1.45408
C 2.49232 0.11257 -0.40040
H 2.43142 2.08317 -1.45544
H 3.89473 1.78804 -0.32050
H 4.42826 -0.75126 0.41621
H -2.03851 1.61810 -2.61677
H 2.28679 2.16640 0.16764
*
```

The following is a DFT calculation (ωB97M-V/def2-TZVPD) of a structure of composition C11H19BF3N2O13Tl.

Output
HOMO level (eV): -14.7
E (hartree): -2013.84288
E_LUMO (eV): -13.3
Energy relative to the best compared isomer or geometry (same formula, charge and spin) (kJ/mol): 396.8

The geometry in ORCA input format:
```
! RIJCOSX wB97M-V def2-TZVPD def2/J DEFGRID3
* xyz 2 1
H -0.00210 3.20968 -10.97019
H -2.10000 1.87074 1.62156
C 0.34624 2.67887 -10.08417
C 3.53074 -6.99160 2.30504
O 2.71544 -6.14104 1.65762
H 0.55012 4.75840 -9.20982
C 2.75696 -4.89268 2.31311
O 1.75800 0.38823 10.02340
H -1.96606 -4.91532 -4.78515
H -1.24785 0.14067 6.80655
H -1.92914 -6.75429 -4.43413
H -1.12009 -5.50233 -3.35375
F 3.70063 -4.29486 1.56338
B -1.75881 0.94997 1.17433
O -3.39061 -6.32431 -2.12176
H 2.62996 -5.29719 4.58883
C -0.29043 2.15649 -7.97146
O 3.79098 -6.51335 3.56342
C 0.96824 0.66240 9.12743
H -1.55691 1.08854 0.12348
C -0.78016 0.48778 7.72791
O -2.12301 7.18050 -0.21459
O 0.65468 3.14035 -7.84599
C -0.28314 7.03262 1.26606
H -1.67261 0.75749 8.29263
C -1.91648 -5.72972 -4.06237
O -1.06371 1.91264 -7.04956
O 0.07648 -0.22156 8.55817
O 3.87284 -8.02445 1.82789
H 1.80727 -4.39044 2.12888
H -0.91630 0.66163 1.78365
H 0.42556 6.20495 1.23790
C 3.31336 -5.26997 3.74011
C 0.05897 1.69280 7.27301
N -0.89093 7.16081 -0.05042
O -3.60043 -4.41614 -3.10181
H 2.00546 3.93040 -9.28205
Tl -6.22439 1.82244 -1.70332
F 1.35464 1.85162 -10.49706
H 0.15889 8.01136 1.45251
C 0.94157 3.74382 -9.13568
H -1.09532 6.71643 1.92065
H -2.57215 0.25460 1.31284
F -0.74617 2.75685 6.99739
O -0.13120 7.30252 -1.03570
N -3.07881 -5.55156 -3.05207
H 0.62091 1.53887 6.35181
O -0.58250 1.95575 -9.28119
O 0.85422 1.84185 8.47117
H 4.14715 -4.63126 4.03154
*
```